No. 1
A structure of composition C30H27BF4IrNPS5, computed with ωB97M-V/def2-TZVPD.

## Properties
ΔE to the lowest compared entry with this formula, charge and spin = 0.3254 eV
2S+1 = 2
frontier orbital gap (alpha / beta) = 6.2 / 6.0 eV
molar mass = 871.88 g/mol
strongest force on any atom = 0.7 eV/Å
electronic energy = -110895.28374 eV
HOMO energy (alpha / beta) = -7.69 / -7.83 eV
expectation value of S² = 0.768
net charge = 0

Cartesian coordinates (Å):
Ir: 0.23 1.51 0.18
C: 0.15 0.73 3.97
C: -0.66 1.72 3.18
C: -1.46 1.27 2.11
C: -2.37 2.13 1.47
C: -3.40 1.57 0.53
C: -2.34 3.49 1.80
C: -1.48 3.96 2.79
C: -1.45 5.42 3.13
C: -0.66 3.07 3.48
H: -0.48 0.29 4.74
H: 1.01 1.20 4.44
H: 0.51 -0.08 3.34
H: -1.55 0.21 1.94
H: -4.23 1.17 1.12
H: -2.97 0.76 -0.06
H: -3.79 2.34 -0.13
H: -3.00 4.17 1.28
H: -0.47 5.72 3.49
H: -2.18 5.64 3.92
H: -1.71 6.04 2.27
H: 0.01 3.44 4.25
S: 0.40 2.02 -6.89
C: 0.43 2.07 -5.26
S: -0.86 2.70 -4.29
C: -0.11 2.43 -2.74
C: 1.11 1.89 -2.75
S: 1.96 1.58 -1.26
S: 1.79 1.53 -4.32
S: -0.90 2.82 -1.24
N: -0.58 -0.11 -0.34
P: 0.10 -1.51 -0.76
C: -0.49 -2.72 0.44
C: 0.34 -3.64 1.06
C: -0.18 -4.52 2.00
C: -1.53 -4.49 2.31
C: -2.37 -3.58 1.68
C: -1.86 -2.70 0.75
C: 1.89 -1.62 -0.80
C: 2.59 -1.26 0.35
C: 3.96 -1.11 0.32
C: 4.65 -1.35 -0.86
C: 3.96 -1.73 -2.01
C: 2.58 -1.86 -1.99
C: -0.52 -2.00 -2.37
C: -0.48 -3.33 -2.79
C: -0.89 -3.67 -4.06
C: -1.35 -2.68 -4.93
C: -1.40 -1.35 -4.52
C: -0.99 -1.01 -3.24
H: 1.40 -3.67 0.82
H: 0.48 -5.24 2.49
H: -1.93 -5.18 3.04
H: -3.42 -3.56 1.92
H: -2.50 -1.98 0.26
H: 2.06 -1.03 1.27
H: 4.48 -0.78 1.21
H: 5.72 -1.23 -0.89
H: 4.50 -1.91 -2.93
H: 2.05 -2.12 -2.89
H: -0.13 -4.10 -2.11
H: -0.86 -4.70 -4.39
H: -1.67 -2.94 -5.93
H: -1.75 -0.58 -5.19
H: -1.03 0.01 -2.89
F: 1.57 2.71 1.48
B: 2.78 2.50 2.33
F: 3.83 3.12 1.71
F: 2.48 3.01 3.58
F: 2.94 1.10 2.36

---

No. 2
A cluster of 6 separate species, C23H44N7O7 in total in a non-equilibrium geometry, computed with ωB97M-V/def2-TZVPD.

## Properties
frontier orbital gap = 6.6 eV
molar mass = 530.65 g/mol
strongest force on any atom = 3.6 eV/Å
electronic energy = -49319.71725 eV
HOMO energy = -10.93 eV
net charge = +1

Cartesian coordinates (Å):
N: -4.61 -3.53 -0.74
C: -4.33 -2.62 0.11
C: -4.95 -1.16 0.02
O: -4.09 -0.14 0.60
C: -3.24 0.40 -0.36
O: -3.38 1.48 -0.83
C: -2.02 -0.52 -0.74
C: -1.38 -1.19 0.41
C: -0.27 -2.08 0.13
N: 0.14 -2.27 -1.16
C: -0.41 -1.67 -2.27
C: -1.56 -0.73 -2.11
H: -5.28 -3.18 -1.43
H: -3.59 -2.88 0.90
H: -5.90 -1.19 0.63
H: -5.13 -0.92 -1.06
H: -1.75 -1.00 1.44
H: 0.18 -2.61 1.00
H: 0.91 -2.92 -1.32
H: -0.01 -1.90 -3.29
H: -2.06 -0.24 -2.98
C: -4.33 4.74 3.79
O: -3.95 4.02 4.69
N: -4.56 4.34 2.51
C: -5.01 5.26 1.48
C: -4.34 2.95 2.16
H: -4.52 5.81 3.94
H: -5.97 4.91 1.09
H: -4.28 5.28 0.67
H: -5.13 6.26 1.89
H: -4.99 2.32 2.78
H: -3.30 2.69 2.37
H: -4.56 2.78 1.11
C: -0.70 0.21 -5.90
O: 0.07 -0.72 -5.92
N: -1.83 0.31 -6.64
C: -2.70 1.47 -6.56
C: -2.16 -0.77 -7.55
H: -0.54 1.09 -5.25
H: -3.70 1.14 -6.25
H: -2.77 1.93 -7.55
H: -2.33 2.19 -5.85
H: -2.28 -1.70 -6.98
H: -1.36 -0.90 -8.27
H: -3.09 -0.55 -8.08
C: 3.65 -5.05 -2.49
O: 3.04 -5.59 -1.58
N: 4.26 -3.84 -2.41
C: 4.96 -3.25 -3.53
C: 4.19 -3.12 -1.15
H: 3.76 -5.52 -3.48
H: 6.01 -3.09 -3.25
H: 4.50 -2.30 -3.79
H: 4.93 -3.91 -4.40
H: 4.65 -3.72 -0.36
H: 3.15 -2.93 -0.89
H: 4.72 -2.17 -1.23
C: 2.49 -1.48 2.45
O: 1.51 -1.15 1.78
N: 2.61 -1.29 3.77
C: 3.80 -1.70 4.50
C: 1.53 -0.66 4.51
H: 3.36 -1.96 2.00
H: 3.52 -2.43 5.27
H: 4.25 -0.83 4.97
H: 4.53 -2.16 3.83
H: 0.62 -1.25 4.39
H: 1.35 0.34 4.10
H: 1.78 -0.58 5.56
C: 5.24 2.87 4.74
O: 6.01 1.93 4.72
N: 4.11 2.96 3.99
C: 3.23 4.11 4.06
C: 3.78 1.87 3.10
H: 5.40 3.75 5.38
H: 2.24 3.79 4.37
H: 3.17 4.57 3.07
H: 3.61 4.85 4.77
H: 3.66 0.96 3.68
H: 4.59 1.73 2.38
H: 2.85 2.08 2.56